1.
Here is a structure of composition C10H5HoNO5 at a distorted geometry from the Open Molecules 2025 dataset. Energies are from wB97M-V/def2-TZVPD.

Results
Highest occupied orbital energy (alpha / beta) (eV): -21.144 / -21.144
Charge: +3
2S+1: 5
HOMO-LUMO gap (alpha / beta) (eV): 7.2 / 7.3

Atoms and positions in Å:
O1 -0.00044 -0.00051 -7.05446
C1 -0.00128 -0.00175 -5.92874
Ho1 -0.00387 -0.00514 -0.92980
O2 2.17712 -2.73175 -2.14519
C2 1.48366 -1.84967 -1.80142
C3 -1.48793 1.84606 -1.80183
O3 -2.17561 2.72512 -2.14539
C4 -1.88797 -1.44830 -1.79254
O4 -2.76472 -2.14688 -2.11824
C5 1.87479 1.43583 -1.79106
O5 2.76121 2.14262 -2.11714
C6 0.00268 -0.00979 3.90378
C7 0.11504 1.26252 3.20822
C8 0.11759 1.26171 1.76452
N1 0.00020 0.00372 1.15958
C9 -0.11480 -1.25583 1.78425
C10 -0.10695 -1.22937 3.19463
H1 0.00498 0.00560 5.00429
H2 0.19612 2.20405 3.73915
H3 0.20150 2.14137 1.05964
H4 -0.20060 -2.14104 1.05881
H5 -0.19070 -2.20857 3.74895

Per-atom Löwdin charges, elementary charge units: 0.073, -0.034, 1.383, 0.216, 0.047, 0.043, 0.220, 0.043, 0.220, 0.052, 0.212, 0.073, 0.064, -0.047, -0.267, -0.051, 0.017, 0.155, 0.136, 0.135, 0.144, 0.165

2.
Here is a structure of composition C3H3I2O2 at a distorted geometry from the Open Molecules 2025 dataset. Energies are from wB97M-V/def2-TZVPD.

Results
Highest occupied orbital energy (eV): -3.170
ΔE to the lowest compared entry with this formula, charge and spin (kcal per mole): 79.87
Charge: -1
HOMO-LUMO gap (eV): 5.9

Atoms and positions in Å:
C1 -0.09120 -0.17092 -0.05374
C2 0.85002 1.69291 1.41919
C3 -1.04114 -1.19610 -0.32080
O1 1.00536 -0.45981 -0.58503
O2 -0.38729 0.74225 0.82578
I1 1.66040 2.89909 -0.27832
I2 -0.80590 -1.24739 -2.47796
H1 -2.13864 -1.02573 -0.18539
H2 1.51173 0.92524 1.69350
H3 -0.56334 -2.15954 -0.03724

Per-atom Löwdin charges, elementary charge units: -0.854, -0.510, -0.469, -0.188, -0.175, 0.376, 0.783, 0.063, -0.099, 0.072

3.
Here is an isolated molecule of C3H10N2S at a distorted geometry from the Open Molecules 2025 dataset. Energies are from wB97M-V/def2-TZVPD.

Results
SMILES: NC[C@@H](N)CS
Highest occupied orbital energy (eV): -8.945
ΔE to the lowest compared entry with this formula, charge and spin (kcal per mole): 42.42
Charge: 0
HOMO-LUMO gap (eV): 9.8

Atoms and positions in Å:
N1 1.43038 0.39885 -0.06555
C1 -0.10846 0.37374 -0.15845
C2 -0.47971 -0.19001 -1.60088
S1 0.12946 0.61634 -3.16187
C3 -0.57318 -0.47185 0.88331
N2 -0.63302 0.17578 2.26028
H1 1.88511 1.26820 -0.26787
H2 1.80943 -0.10246 0.73689
H3 -0.34844 1.43138 -0.13628
H4 -0.42642 -1.29121 -1.62481
H5 -1.51931 0.17778 -1.57570
H6 1.33283 0.37320 -2.43686
H7 -0.12106 -1.38533 0.82022
H8 -1.69548 -0.92677 0.72063
H9 -1.02275 -0.55369 2.91638
H10 0.34061 0.10604 2.69055

Per-atom Löwdin charges, elementary charge units: 0.018, -0.435, -0.554, 0.631, -0.311, -0.010, 0.054, 0.061, 0.132, 0.077, 0.052, -0.107, 0.074, 0.172, 0.074, 0.074

4.
Here is a structure of composition C12H24BrIMgO8 at a distorted geometry from the Open Molecules 2025 dataset. Energies are from wB97M-V/def2-TZVPD.

Results
Highest occupied orbital energy (alpha / beta) (eV): -11.910 / -11.619
Charge: +1
2S+1: 2
HOMO-LUMO gap (alpha / beta) (eV): 9.5 / 4.6

Atoms and positions in Å:
Mg1 0.86594 -1.20694 -1.01636
I1 1.86496 -1.10123 -3.45976
Br1 1.42232 -3.26904 0.03426
C1 -1.97850 -1.10847 -3.88880
O1 -2.62028 -1.98915 -2.97327
C2 -2.14685 -2.06075 -1.76159
O2 -1.06126 -1.60627 -1.37849
O3 -2.93818 -2.84904 -1.04925
C3 -2.74899 -2.95830 0.40999
H1 -1.18878 -1.58729 -4.46774
H2 -1.63252 -0.23917 -3.32959
H3 -2.80453 -0.78003 -4.51959
H4 -3.41910 -3.78238 0.65486
H5 -3.06037 -1.98357 0.78555
H6 -1.71401 -3.16229 0.68440
C4 2.48765 0.69882 2.54152
O4 3.39298 1.11602 1.58005
C5 3.26774 0.77749 0.28737
O5 2.32377 0.06574 -0.14639
O6 4.31597 1.30271 -0.34780
C6 4.57681 0.97236 -1.65501
H7 2.26344 -0.36625 2.48286
H8 1.49855 1.15129 2.47045
H9 2.90213 0.88441 3.53241
H10 3.90828 1.48122 -2.34944
H11 4.48345 -0.11006 -1.74303
H12 5.58297 1.31404 -1.89791
C7 0.19408 3.09299 -0.44060
C8 -0.55496 1.89619 -1.08691
O7 0.02621 0.82955 -1.20527
C9 -2.04447 2.02940 -1.26802
H13 -0.48366 3.89799 -0.15644
H14 0.85776 3.41712 -1.24220
H15 0.82399 2.75909 0.38392
H16 -2.50769 1.13833 -0.84432
H17 -2.35881 2.19773 -2.29804
H18 -2.41102 2.84845 -0.64924
C10 -1.44129 0.78623 2.76096
C11 -0.71394 -0.45491 2.33394
O8 -0.20031 -0.63017 1.23190
C12 -0.57759 -1.50754 3.43219
H19 -1.89683 1.15544 1.84212
H20 -0.76939 1.58081 3.08545
H21 -2.20441 0.58056 3.51159
H22 -1.49282 -1.79034 3.95226
H23 0.04689 -1.03083 4.18776
H24 -0.13545 -2.39988 2.98911

Per-atom Löwdin charges, elementary charge units: -0.092, 0.744, 0.120, -0.022, 0.052, -0.547, -0.056, 0.032, 0.035, 0.075, 0.076, 0.110, 0.107, 0.097, 0.070, -0.046, 0.038, -0.453, -0.043, 0.037, -0.071, 0.101, 0.078, 0.114, 0.090, 0.082, 0.112, 0.029, -0.400, -0.054, 0.009, 0.083, 0.095, 0.081, 0.089, 0.100, 0.084, 0.004, -0.467, -0.024, 0.002, 0.078, 0.092, 0.094, 0.090, 0.096, 0.078

no.,energy (eV)
1,-47943.078
2,-23454.268
3,-17086.765
4,-112798.449